# C20H28N3O4S2

An isolated ion of composition C20H28N3O4S2 and charge +1 (ωB97M-V with the def2-TZVPD basis set, OMol25).

Last column: Mulliken charge in e.
Element x y z (Å)
C1 -7.343 -1.665 0.279  -1.357
C2 -5.905 -1.713 -0.165  0.782
O1 -5.530 -2.169 -1.214  -0.577
N1 -5.051 -1.158 0.772  -0.159
C3 -3.677 -1.032 0.709  0.913
C4 -2.911 -1.653 -0.284  -0.582
C5 -1.545 -1.467 -0.318  -0.727
C6 -0.941 -0.667 0.634  -0.411
S1 0.795 -0.343 0.550  1.858
O2 1.402 -0.303 1.850  -0.801
O3 1.447 -1.241 -0.392  -0.850
N2 1.074 1.157 -0.150  0.925
C7 1.518 2.252 0.689  -0.925
C8 2.961 2.023 1.162  -0.911
C9 3.891 1.516 0.059  -0.808
N3 3.891 0.043 -0.143  0.787
C10 4.479 -0.701 0.998  -0.447
C11 4.434 -2.203 0.701  -0.528
O4 5.120 -2.505 -0.487  -0.430
C12 4.536 -1.844 -1.578  -0.501
C13 4.610 -0.326 -1.385  -0.398
C14 0.272 1.439 -1.325  -1.605
C15 -1.156 1.800 -1.061  0.837
C16 -2.261 1.302 -1.681  -0.700
C17 -3.466 1.866 -1.206  -0.557
C18 -3.262 2.787 -0.233  -0.533
S2 -1.593 2.994 0.119  -0.154
C19 -1.672 -0.072 1.648  -1.044
C20 -3.037 -0.258 1.686  -0.823
H1 -7.658 -0.637 0.443  0.358
H2 -7.469 -2.221 1.206  0.343
H3 -7.969 -2.110 -0.490  0.364
H4 -5.485 -0.751 1.590  0.219
H5 -3.398 -2.266 -1.024  0.563
H6 -0.937 -1.939 -1.073  0.538
H7 0.875 2.381 1.565  0.223
H8 1.462 3.165 0.092  0.654
H9 2.949 1.331 2.001  0.346
H10 3.347 2.976 1.524  0.563
H11 3.606 1.978 -0.889  0.454
H12 4.921 1.803 0.287  0.448
H13 2.913 -0.319 -0.252  -0.471
H14 3.898 -0.504 1.898  0.406
H15 5.512 -0.370 1.131  0.381
H16 4.933 -2.756 1.497  0.422
H17 3.385 -2.525 0.634  0.247
H18 5.102 -2.142 -2.462  0.435
H19 3.485 -2.145 -1.694  0.239
H20 4.153 0.181 -2.235  0.374
H21 5.654 -0.015 -1.290  0.393
H22 0.769 2.243 -1.882  0.537
H23 0.298 0.534 -1.938  0.348
H24 -2.223 0.559 -2.456  0.521
H25 -4.435 1.593 -1.581  0.473
H26 -3.983 3.372 0.301  0.496
H27 -1.167 0.519 2.394  0.488
H28 -3.619 0.203 2.471  0.365

Computed properties:
structure (SMILES) = CC(=O)Nc1ccc(S(=O)(=O)N(CCC[NH+]2CCOCC2)Cc2cccs2)cc1
2S+1 = 1
molecular weight = 438.60 g/mol
energy relative to the best compared isomer or geometry (same formula, charge and spin) = 3.51 kcal per mole
charge = +1
E_HOMO = -11.21 eV